Entry 1:
{
  "formula": "C4H8Cl2NO3P",
  "method": "ωB97M-V/def2-TZVPD",
  "symbols": ["C", "C", "O", "P", "O", "Cl", "Cl", "H", "H", "H", "H", "H", "C", "C", "N", "O", "H", "H", "H"],
  "positions_angstrom": [[1.98, 2.60, -0.42], [2.27, 1.76, 0.85], [1.66, 0.48, 0.68], [2.56, -0.47, -0.18], [3.99, -0.16, -0.20], [1.65, -0.59, -1.88], [2.05, -2.16, 0.77], [2.95, 2.74, -1.04], [1.31, 2.11, -1.01], [1.61, 3.50, -0.05], [1.93, 2.30, 1.66], [3.27, 1.69, 1.05], [-2.77, -3.85, -0.04], [-2.01, -2.64, -0.15], [-1.23, -1.81, 0.13], [-0.54, -0.80, 0.06], [-2.66, -4.42, -0.84], [-2.59, -4.53, 0.92], [-3.93, -3.56, -0.06]],
  "lowdin_charge": [-0.05, -0.26, -0.34, -0.25, -0.33, 0.50, 0.42, 0.12, 0.01, 0.05, 0.10, 0.08, -0.08, -0.04, -0.10, -0.12, 0.01, 0.14, 0.13],
  "smiles": "CCOP(=O)(Cl)Cl.CC#[N+][O-]",
  "homo_ev": -9.6,
  "total_charge": 0,
  "gap_ev": 9.84
}

Entry 2:
{
  "formula": "C4H8Cl3NO",
  "method": "ωB97M-V/def2-TZVPD",
  "symbols": ["C", "C", "C", "C", "N", "O", "Cl", "Cl", "Cl", "H", "H", "H", "H", "H", "H", "H", "H"],
  "positions_angstrom": [[2.10, 0.02, -0.20], [-0.70, -1.51, 0.26], [0.59, 0.38, -0.65], [-1.49, 1.16, 1.00], [-0.14, -0.16, 0.44], [0.48, -0.19, -1.93], [-0.76, 2.75, 1.01], [-2.74, 0.98, -0.11], [-2.04, 0.70, 2.54], [2.14, -1.08, -0.02], [2.92, 0.45, -0.83], [2.20, 0.47, 0.84], [-1.36, -1.59, -0.63], [0.15, -2.09, 0.10], [-1.21, -1.78, 1.26], [0.28, 1.38, -0.77], [-0.41, 0.10, -2.31]],
  "lowdin_charge": [-0.02, -0.12, -0.53, -1.66, -0.13, -0.06, 0.61, 0.64, 0.62, 0.08, 0.08, 0.08, 0.07, 0.05, 0.10, 0.07, 0.13],
  "homo_ev": -8.8,
  "total_charge": 0,
  "gap_ev": 9.23
}

Entry 3:
{
  "formula": "C4H8Cl3O3PS",
  "method": "ωB97M-V/def2-TZVPD",
  "symbols": ["C", "C", "C", "C", "O", "O", "O", "P", "S", "Cl", "Cl", "Cl", "H", "H", "H", "H", "H", "H", "H", "H"],
  "positions_angstrom": [[-0.67, -0.81, 4.26], [-1.80, -1.06, -0.41], [1.39, 1.75, -2.75], [1.62, 0.39, -2.17], [0.34, 1.75, -3.70], [-1.06, -0.59, 2.87], [-0.82, -0.33, 0.35], [0.04, -0.92, 1.59], [1.40, 0.71, 1.67], [2.32, 0.26, -0.69], [2.91, 2.47, -3.46], [0.52, -0.89, -2.74], [-1.02, -1.89, 4.50], [-1.14, 0.07, 4.87], [0.44, -0.84, 4.29], [-2.79, -1.29, 0.10], [-1.20, -1.98, -0.65], [-1.91, -0.62, -1.34], [0.99, 2.51, -2.05], [0.47, 1.29, -4.54]],
  "lowdin_charge": [-0.16, -0.16, -0.81, -1.06, -0.13, -0.49, -0.53, 0.51, 0.22, 0.67, 0.59, 0.68, 0.10, 0.12, 0.05, 0.11, 0.06, 0.02, 0.13, 0.09],
  "homo_ev": [-8.6, -8.5],
  "total_charge": 0,
  "gap_ev": [7.35, 6.47]
}

Entry 4:
{
  "formula": "C4H8Cl4",
  "method": "ωB97M-V/def2-TZVPD",
  "symbols": ["Cl", "C", "C", "Cl", "H", "H", "H", "H", "Cl", "C", "C", "Cl", "H", "H", "H", "H"],
  "positions_angstrom": [[-1.56, -1.94, -6.29], [-0.50, -1.53, -4.88], [-0.97, -0.20, -4.32], [-0.74, 1.12, -5.57], [0.51, -1.37, -5.26], [-0.44, -2.44, -4.28], [-0.50, 0.14, -3.40], [-2.04, -0.31, -4.18], [-1.23, 0.86, 5.40], [0.52, 0.43, 5.39], [1.31, 1.27, 4.27], [0.71, 0.62, 2.67], [0.59, -0.64, 5.18], [0.81, 0.58, 6.43], [2.38, 1.09, 4.37], [1.16, 2.33, 4.46]],
  "lowdin_charge": [0.51, -0.63, -0.63, 0.49, 0.06, 0.07, 0.07, 0.05, 0.49, -0.63, -0.59, 0.50, 0.05, 0.06, 0.06, 0.06],
  "smiles": "ClCCCl.ClCCCl",
  "homo_ev": -10.7,
  "total_charge": 0,
  "gap_ev": 11.21
}

Entry 5:
{
  "formula": "C4H8ClF",
  "method": "ωB97M-V/def2-TZVPD",
  "symbols": ["F", "C", "C", "C", "C", "Cl", "H", "H", "H", "H", "H", "H", "H", "H"],
  "positions_angstrom": [[1.93, -1.18, -2.12], [0.89, -1.46, -1.14], [0.90, -0.63, 0.01], [-0.51, -0.88, 0.87], [-0.91, 0.46, 1.49], [-1.15, 1.87, 0.45], [0.81, -2.45, -0.97], [0.00, -1.30, -1.71], [1.21, 0.39, -0.01], [1.51, -0.91, 0.87], [-1.28, -1.16, 0.05], [-0.37, -1.61, 1.58], [-1.78, 0.33, 2.12], [-0.16, 0.64, 2.19]],
  "lowdin_charge": [-0.08, -0.21, -0.19, -0.19, -0.64, 0.58, 0.10, 0.11, 0.09, 0.11, 0.13, 0.08, 0.07, 0.05],
  "smiles": "FCCCCCl",
  "homo_ev": -10.8,
  "total_charge": 0,
  "gap_ev": 11.76
}

Entry 6:
{
  "formula": "C4H8ClF",
  "method": "ωB97M-V/def2-TZVPD",
  "symbols": ["C", "C", "F", "C", "C", "H", "H", "H", "H", "H", "H", "H", "Cl", "H"],
  "positions_angstrom": [[-0.67, -0.83, 1.64], [0.11, -0.88, 0.53], [0.22, -2.07, -0.09], [0.93, 0.27, 0.06], [1.23, 0.26, -1.41], [-0.93, 0.12, 2.11], [-1.36, -1.59, 1.89], [1.87, 0.25, 0.56], [0.33, 1.21, 0.35], [1.76, -0.69, -1.79], [1.90, 1.20, -1.69], [0.31, 0.26, -2.03], [-2.22, 1.08, 0.09], [-3.47, 1.42, -0.22]],
  "lowdin_charge": [-0.02, -0.41, 0.04, -0.27, -0.14, 0.03, 0.05, 0.11, 0.09, 0.10, 0.11, 0.07, 0.41, -0.17],
  "smiles": "C=C(F)CC.Cl",
  "homo_ev": -9.1,
  "total_charge": 0,
  "gap_ev": 9.71
}

Entry 7:
{
  "formula": "C4H8ClF2N",
  "method": "ωB97M-V/def2-TZVPD",
  "symbols": ["C", "N", "C", "C", "C", "F", "F", "Cl", "H", "H", "H", "H", "H", "H", "H", "H"],
  "positions_angstrom": [[0.50, 0.93, 1.76], [0.29, -0.25, 0.99], [0.15, -0.09, -0.46], [-1.13, 0.57, -0.89], [0.46, -1.46, -1.12], [0.47, -1.30, -2.45], [-0.46, -2.35, -0.82], [2.10, -1.97, -0.62], [0.68, 0.59, 2.80], [-0.36, 1.60, 1.93], [1.30, 1.58, 1.38], [-0.52, -0.77, 1.31], [0.98, 0.55, -0.74], [-1.06, 0.98, -1.89], [-1.38, 1.45, -0.28], [-2.03, -0.08, -0.91]],
  "lowdin_charge": [-0.15, -0.12, -0.39, -0.04, -0.91, 0.06, 0.09, 0.71, 0.09, 0.07, 0.09, 0.12, 0.13, 0.08, 0.08, 0.09],
  "smiles": "CN[C@H](C)C(F)(F)Cl",
  "homo_ev": -9.1,
  "total_charge": 0,
  "gap_ev": 10.01
}

Entry 8:
{
  "formula": "C4H8ClN2",
  "method": "ωB97M-V/def2-TZVPD",
  "symbols": ["C", "C", "C", "C", "N", "N", "Cl", "H", "H", "H", "H", "H", "H", "H", "H"],
  "positions_angstrom": [[0.67, 2.10, -0.28], [-1.37, 0.57, 0.08], [3.01, 1.99, 0.54], [-1.23, -1.74, -0.50], [1.83, 2.15, 0.11], [-1.60, -0.36, -0.75], [-0.04, 3.45, -1.16], [-0.92, 0.42, 1.05], [-1.43, 1.63, -0.09], [3.81, 1.43, -0.08], [3.22, 2.22, 1.53], [-0.42, -2.04, -1.26], [-0.71, -1.79, 0.39], [-2.24, -2.41, -0.58], [-2.21, -0.33, -1.61]],
  "lowdin_charge": [-0.52, 0.06, 0.08, -0.04, -0.08, -0.03, 0.62, 0.11, 0.03, 0.14, 0.07, 0.13, 0.05, 0.17, 0.21],
  "homo_ev": -12.8,
  "total_charge": 1,
  "gap_ev": 8.48
}

Entry 9:
{
  "formula": "C4H8ClNO",
  "method": "ωB97M-V/def2-TZVPD",
  "symbols": ["N", "C", "C", "C", "Cl", "C", "O", "H", "H", "H", "H", "H", "H", "H", "H"],
  "positions_angstrom": [[-0.69, 0.35, 1.73], [0.38, 0.83, 0.85], [0.50, -0.19, -0.29], [1.55, -1.00, -0.47], [1.67, -2.16, -1.78], [-0.82, -0.31, -1.02], [-1.07, 0.98, -1.43], [-0.65, 0.93, 2.55], [-0.49, -0.61, 2.05], [1.39, 0.99, 1.34], [0.16, 1.79, 0.42], [2.45, -0.97, 0.16], [-0.83, -1.04, -1.85], [-1.62, -0.63, -0.33], [-1.92, 1.06, -1.94]],
  "lowdin_charge": [0.00, -0.24, -0.29, -0.49, 0.58, -0.29, -0.07, 0.06, 0.09, 0.12, 0.10, 0.07, 0.10, 0.12, 0.13],
  "smiles": "NC/C(=C/Cl)CO",
  "homo_ev": -9.3,
  "total_charge": 0,
  "gap_ev": 10.16
}

Entry 10:
{
  "formula": "C4H8ClNO2",
  "method": "ωB97M-V/def2-TZVPD",
  "symbols": ["C", "C", "C", "O", "Cl", "H", "H", "H", "H", "H", "C", "N", "O", "H", "H", "H"],
  "positions_angstrom": [[0.89, 1.58, 0.62], [-0.32, 1.22, -0.31], [-1.25, 0.29, 0.38], [-1.15, -0.29, 1.43], [-2.83, 0.07, -0.51], [0.77, 2.11, 1.61], [1.71, 2.14, -0.04], [1.33, 0.69, 0.83], [-1.01, 2.10, -0.60], [0.25, 0.80, -1.21], [-0.47, -1.86, -0.64], [0.64, -1.46, -1.04], [1.76, -1.41, -0.22], [-0.66, -2.35, 0.31], [-1.26, -1.82, -1.28], [1.61, -1.80, 0.68]],
  "lowdin_charge": [-0.09, -0.24, -0.80, 0.03, 0.62, 0.09, 0.12, -0.01, 0.13, 0.13, -0.11, -0.07, -0.06, 0.10, 0.02, 0.12],
  "smiles": "CCC(=O)Cl.C=NO",
  "homo_ev": -10.5,
  "total_charge": 0,
  "gap_ev": 10.93
}

Entry 11:
{
  "formula": "C4H8ClNOS",
  "method": "ωB97M-V/def2-TZVPD",
  "symbols": ["C", "C", "C", "C", "N", "O", "S", "Cl", "H", "H", "H", "H", "H", "H", "H", "H"],
  "positions_angstrom": [[2.05, 0.24, -1.55], [-0.11, -1.38, -0.69], [1.08, 0.18, 0.94], [0.48, -0.03, -0.41], [-0.29, 1.00, -0.94], [3.15, 0.24, -1.13], [-0.18, 0.44, 2.36], [0.35, 2.53, -0.40], [1.69, 0.68, -2.50], [-1.25, -1.09, -0.80], [-0.06, -2.29, 0.04], [0.13, -1.83, -1.64], [1.67, 1.09, 1.02], [1.43, -0.84, 1.07], [-1.36, 0.91, -0.75], [-0.71, 1.66, 2.06]],
  "lowdin_charge": [-0.14, -0.06, -0.52, -0.68, -0.41, 0.07, 0.64, 0.65, 0.11, 0.11, 0.12, 0.06, 0.03, 0.08, 0.13, -0.18],
  "homo_ev": -8.5,
  "total_charge": 0,
  "gap_ev": 9.05
}

Entry 12:
{
  "formula": "C4H8ClNS",
  "method": "ωB97M-V/def2-TZVPD",
  "symbols": ["C", "C", "C", "S", "H", "H", "H", "H", "H", "H", "H", "H", "N", "C", "Cl"],
  "positions_angstrom": [[-0.76, 1.62, -0.20], [-0.62, 0.34, -0.97], [0.68, 0.28, -1.73], [-1.24, -1.19, -0.10], [-1.76, 1.64, 0.13], [-0.05, 1.86, 0.54], [-0.79, 2.48, -0.78], [-1.57, 0.20, -1.55], [0.77, 1.17, -2.32], [0.81, -0.57, -2.37], [1.39, 0.21, -0.96], [-0.39, -1.31, 1.06], [2.40, -1.83, 2.92], [1.32, -2.17, 3.06], [-0.20, -2.74, 3.27]],
  "lowdin_charge": [-0.13, -0.75, -0.11, 0.68, 0.05, 0.07, 0.06, 0.06, 0.08, 0.07, 0.06, -0.17, 0.10, -0.82, 0.74],
  "smiles": "CC(C)S.N#CCl",
  "homo_ev": -9.2,
  "total_charge": 0,
  "gap_ev": 9.61
}